This record from the OMol25 dataset describes 2 unconnected molecules or ions with the total composition C6H12O. The level of theory is the ωB97M-V functional and the def2-TZVPD basis.

XYZ file:
```
19
Properties=species:S:1:pos:R:3:forces:R:3:mulliken_charge:R:1
C -0.748000 -1.662811 -0.736591 0.016 -0.037 0.057 -1.291
C -0.477631 -0.178701 -0.770189 0.078 -0.010 -0.196 -0.476
C -1.327114 0.671574 1.120269 0.022 0.199 0.173 -0.734
C -0.601658 1.827969 1.177221 -0.174 -0.103 0.124 -0.355
O 0.872790 1.698412 -0.449019 0.042 -0.045 -0.081 -0.686
C 0.834943 0.430506 -0.596870 -0.103 -0.182 0.172 1.002
C 1.940031 -0.437138 -0.008721 0.036 0.002 0.021 -1.229
H -1.826939 -1.839456 -0.731254 0.153 0.046 -0.001 0.378
H -0.337806 -2.181807 -1.609804 -0.071 0.095 0.110 0.332
H -0.320921 -2.120467 0.161200 -0.044 0.078 -0.150 0.323
H -1.176573 0.456093 -1.307914 0.079 -0.068 0.100 0.622
H -1.079761 -0.166018 1.769803 0.002 0.112 -0.120 0.305
H -2.334993 0.673503 0.711292 0.167 -0.004 0.015 0.321
H 0.245318 1.933828 1.845737 -0.112 -0.042 -0.117 0.257
H -0.967023 2.746243 0.731462 0.061 -0.155 0.044 0.217
H 0.648249 0.072302 -1.766163 0.012 -0.013 -0.110 0.071
H 1.710359 -0.658712 1.042089 0.010 0.070 -0.124 0.240
H 2.069637 -1.387560 -0.538410 -0.046 0.135 0.090 0.331
H 2.877085 0.122248 -0.044133 -0.127 -0.079 -0.007 0.371
```
Forces are in eV/Å.

The calculation puts the orbital gap at 9.62 eV. Its total charge is 0. For the HOMO energy, the calculation gives -8.9 eV. For the total energy, the calculation gives -8460.05903 eV. Its energy above the lowest of the compared OMol25 structures with the same formula, charge and spin is 414.39 kJ/mol.

***

This record from the OMol25 dataset describes a single C16H19NO3 molecule. The level of theory is the ωB97M-V functional and the def2-TZVPD basis.

XYZ file:
```
39
Properties=species:S:1:pos:R:3:forces:R:3:mulliken_charge:R:1
C 0.545435 3.947422 0.219226 0.031 -0.188 -0.027 -1.187
C 0.779325 2.513350 0.624083 0.479 0.472 -0.305 0.865
O 1.834993 1.944309 0.574150 -0.062 -0.032 0.023 -0.524
O -0.358710 1.967432 1.066494 -0.601 -0.191 0.252 -0.386
C -0.305666 0.600496 1.535926 -0.014 0.013 0.188 0.404
C 0.037142 -0.294909 0.444678 0.133 -0.181 -0.413 -0.513
C 0.380092 -0.956974 -0.495414 -0.356 0.198 0.585 0.583
C 0.669142 -1.772022 -1.666567 0.149 -0.215 -0.409 -1.220
N -0.404229 -1.806831 -2.647238 0.059 -0.040 -0.014 -0.017
C -0.702466 -0.498313 -3.204471 -0.243 0.006 -0.250 -0.396
C -1.733146 -0.666319 -4.320937 0.312 0.222 0.014 -0.702
O -2.913169 -1.270115 -3.845364 -0.135 0.099 0.049 -0.385
C -2.628333 -2.527536 -3.279692 0.089 -0.254 0.283 -0.687
C -1.622448 -2.409557 -2.134369 -0.270 -0.023 -0.219 -0.450
C 0.616473 0.476618 2.733740 -0.016 -0.010 0.078 0.212
C 0.495810 1.408043 3.757583 -0.076 -0.058 -0.057 -0.311
C 1.318185 1.335473 4.866359 -0.021 0.071 0.061 -0.702
C 2.261989 0.327100 4.964245 0.075 -0.016 0.059 -0.401
C 2.380648 -0.604236 3.947691 0.040 -0.058 0.042 -0.688
C 1.563086 -0.531037 2.833238 -0.122 0.048 -0.002 -0.261
H -0.472442 4.079108 -0.134538 -0.043 0.072 -0.013 0.326
H 0.699659 4.580558 1.091252 -0.010 0.050 0.061 0.279
H 1.261291 4.230402 -0.546414 0.036 -0.013 0.001 0.351
H -1.341862 0.407811 1.850766 0.274 0.095 -0.080 0.485
H 0.871453 -2.800988 -1.350087 0.092 0.111 -0.050 0.373
H 1.564452 -1.377708 -2.158721 -0.014 -0.144 0.051 0.379
H 0.215163 -0.069802 -3.613741 -0.011 0.041 0.000 0.402
H -1.103584 0.188096 -2.438963 0.050 -0.023 -0.057 0.217
H -2.026338 0.303596 -4.726126 0.081 -0.051 -0.007 0.359
H -1.297302 -1.282608 -5.122111 -0.024 0.081 0.041 0.367
H -3.578894 -2.925395 -2.920365 0.086 -0.039 -0.014 0.359
H -2.217356 -3.197515 -4.050347 -0.054 0.020 0.073 0.362
H -1.390450 -3.404507 -1.747257 -0.034 -0.001 0.026 0.394
H -2.064601 -1.806573 -1.322465 0.033 -0.076 -0.040 0.239
H -0.241378 2.195181 3.678564 -0.051 0.064 0.003 0.438
H 1.221050 2.066813 5.655411 -0.005 0.050 0.062 0.379
H 2.905097 0.270433 5.830044 0.052 -0.008 0.065 0.382
H 3.118225 -1.389942 4.017669 0.064 -0.061 0.008 0.390
H 1.663663 -1.249354 2.034074 0.028 -0.033 -0.066 0.283
```
Forces are in eV/Å.

The calculation puts the orbital gap at 9.75 eV. Its total charge is 0. For the HOMO energy, the calculation gives -9.0 eV. For the total energy, the calculation gives -24530.88773 eV. Its energy above the lowest of the compared OMol25 structures with the same formula, charge and spin is 331.41 kJ/mol. Its structure (SMILES) is CC(=O)O[C@@H](C#CCN1CCOCC1)c1ccccc1.

***

This record from the OMol25 dataset describes a molecular structure, C36H42N4O4PdTe. The level of theory is the ωB97M-V functional and the def2-TZVPD basis.

XYZ file:
```
88
Properties=species:S:1:pos:R:3:forces:R:3:mulliken_charge:R:1
Pd -0.944985 0.149981 -0.157502 -0.457 0.156 -0.710 -0.089
C 4.844920 0.238041 1.319655 0.013 -0.047 0.097 -0.797
O 3.926265 -0.247032 0.364841 0.018 0.087 -0.092 -0.367
C 2.628585 0.199526 0.376512 0.024 -0.369 0.311 0.433
O 1.839217 -0.335626 -0.353544 -0.156 0.247 -0.039 -0.439
N 2.405087 1.283176 1.180522 0.032 0.158 -0.262 0.113
N 1.093665 1.732042 1.480367 -0.244 -0.174 0.294 -0.889
H 5.794707 -0.247286 1.100951 -0.004 -0.006 -0.007 0.251
H 4.536653 -0.036565 2.333242 -0.022 0.002 -0.010 0.262
H 4.978189 1.321821 1.246867 0.011 -0.003 -0.020 0.319
H 2.989791 1.352679 1.992806 -0.012 0.044 -0.001 0.341
H 0.658638 1.024994 2.086068 -0.005 -0.059 -0.060 0.512
H 0.508809 1.664911 0.637816 0.258 0.155 -0.156 0.183
C -1.401485 -4.634752 -1.215277 -0.004 -0.005 0.001 -1.558
C -1.440314 -3.613654 -2.325794 -0.075 0.071 -0.080 0.288
C -1.703520 -4.006117 -3.650819 -0.031 -0.035 0.000 -0.895
C -1.721675 -3.030381 -4.638100 0.000 0.012 0.013 0.674
C -2.008379 -3.419816 -6.070453 0.001 0.004 -0.004 -1.571
C -1.483614 -1.690852 -4.348262 -0.013 -0.032 0.008 -0.631
C -1.210762 -1.236335 -3.015152 0.002 0.074 0.006 -0.090
C -1.224688 -2.291662 -2.041213 0.270 -0.076 0.040 -0.629
N -0.961397 -0.021083 -2.523456 0.057 -0.004 0.061 0.630
C -0.726840 1.217386 -3.237191 0.057 -0.001 0.028 1.833
C -0.971108 1.284458 -4.758621 0.037 -0.014 -0.012 -2.391
C -0.676455 2.687719 -5.310167 0.010 0.001 -0.003 0.339
C 0.789956 3.043946 -5.051079 0.007 0.004 0.002 -1.547
C 1.057268 3.016133 -3.543545 0.001 -0.001 -0.003 0.558
C 0.157563 4.046352 -2.853322 -0.008 -0.009 -0.005 -1.505
C -1.310597 3.701653 -3.124700 0.009 0.001 -0.008 0.463
C -1.570590 3.727521 -4.632530 -0.007 0.007 -0.001 -1.565
C -1.611149 2.301843 -2.589822 -0.037 -0.025 -0.024 -0.798
C 0.743962 1.622054 -2.994759 -0.016 0.010 -0.001 -0.811
H -1.436176 -5.651526 -1.614216 0.007 0.000 0.000 0.337
H -2.248055 -4.508910 -0.535766 -0.003 -0.004 -0.002 0.292
H -0.493790 -4.530223 -0.617562 -0.002 0.001 0.004 0.316
H -1.882737 -5.048870 -3.897027 0.002 0.004 0.002 0.123
H -2.161733 -4.497292 -6.161292 0.000 0.000 0.003 0.351
H -1.182608 -3.139556 -6.730950 -0.002 0.002 -0.002 0.302
H -2.906225 -2.919165 -6.444633 0.001 -0.002 -0.004 0.305
H -1.524575 -1.006120 -5.179947 -0.005 0.000 -0.001 0.480
H -0.954081 -1.982858 -1.031323 -0.111 -0.127 0.070 0.511
H -2.006309 1.009124 -4.981809 -0.007 0.022 0.009 0.528
H -0.318218 0.570186 -5.265976 -0.007 -0.006 -0.002 0.604
H -0.867017 2.691611 -6.390581 0.004 0.000 -0.001 0.223
H 1.011948 4.038491 -5.460257 0.006 -0.003 -0.004 0.578
H 1.443288 2.325766 -5.558672 -0.004 -0.005 0.004 0.569
H 2.108616 3.260753 -3.352695 -0.001 0.005 0.008 0.263
H 0.383823 5.055966 -3.221560 0.002 0.001 0.001 0.579
H 0.345350 4.035928 -1.775271 -0.001 0.003 -0.001 0.475
H -1.956913 4.433687 -2.626257 0.000 -0.002 0.004 0.194
H -1.364318 4.724960 -5.042840 -0.003 0.001 -0.001 0.598
H -2.624189 3.501678 -4.831288 0.001 -0.005 0.003 0.488
H -2.660529 2.038689 -2.766530 -0.003 0.002 -0.002 0.312
H -1.449904 2.243477 -1.507658 0.000 0.014 -0.001 0.165
H 0.918229 1.575343 -1.916248 0.021 -0.004 0.001 -0.380
H 1.393711 0.865481 -3.447504 -0.004 0.004 -0.010 0.398
C -3.566343 1.946962 2.497766 0.034 0.053 -0.075 -1.492
Te -3.165039 0.588406 0.841368 0.096 -0.131 0.257 0.152
C -4.166261 2.255910 -0.147622 0.101 0.053 0.084 -1.226
C -5.226387 2.670039 0.826747 -0.025 -0.042 -0.027 0.849
C -6.487260 3.122383 0.461519 0.008 0.043 0.018 -0.623
C -7.439242 3.436150 1.427454 0.013 -0.002 -0.012 -0.531
C -7.129000 3.293774 2.770954 -0.005 0.007 0.007 -0.482
C -5.870480 2.833815 3.146534 0.008 -0.002 -0.013 -0.656
C -4.915212 2.515003 2.189862 -0.029 -0.018 0.014 0.662
H -2.793479 2.716601 2.440445 0.034 -0.030 0.033 0.443
H -3.493983 1.430431 3.451695 -0.056 -0.024 -0.011 0.403
H -4.556872 1.990591 -1.127899 -0.024 -0.041 0.019 0.468
H -3.413718 3.038672 -0.271887 -0.004 -0.001 -0.029 0.265
H -6.732285 3.216582 -0.590909 0.003 0.001 -0.001 0.401
H -8.423880 3.776436 1.127574 0.001 0.004 0.002 0.363
H -7.868647 3.526518 3.528825 -0.002 -0.006 -0.003 0.357
H -5.633592 2.699669 4.196317 0.003 0.000 0.000 0.398
O 2.155515 -1.232234 2.806407 0.017 -0.036 -0.002 -0.680
C 0.989439 -1.596744 2.941770 -0.105 0.076 -0.043 -0.034
N -0.135873 -0.869315 2.708679 0.413 0.123 0.387 0.055
C -1.211196 -1.561330 3.164947 -0.104 0.105 -0.081 0.035
O -2.372320 -1.174839 3.238726 -0.005 -0.035 -0.003 -0.668
C -0.767034 -2.933307 3.630416 0.084 -0.123 0.013 0.121
C -1.459152 -4.015830 4.127749 -0.058 0.014 -0.015 -0.358
C -0.726815 -5.155387 4.461363 0.045 -0.009 0.005 -0.432
C 0.655453 -5.187632 4.299427 -0.041 -0.009 0.003 -0.439
C 1.342805 -4.079070 3.804360 0.054 0.031 -0.010 -0.349
C 0.605258 -2.962297 3.476120 -0.067 -0.079 0.043 0.130
H -2.535628 -3.976355 4.242580 0.003 0.001 -0.003 0.450
H -1.235717 -6.031658 4.846820 -0.008 0.001 -0.005 0.360
H 1.198263 -6.090120 4.557027 0.009 0.004 0.003 0.361
H 2.417886 -4.088816 3.670522 -0.002 -0.003 0.007 0.457
```
Forces are in eV/Å.

The calculation puts the orbital gap at 4.76 eV. Its total charge is -2. For the HOMO energy, the calculation gives -0.4 eV. For the total energy, the calculation gives -62938.61425 eV. Its energy above the lowest of the compared OMol25 structures with the same formula, charge and spin is 11.31 kJ/mol.

***

This record from the OMol25 dataset describes a single C4H8O2 molecule. The level of theory is the ωB97M-V functional and the def2-TZVPD basis.

XYZ file:
```
14
Properties=species:S:1:pos:R:3:forces:R:3:mulliken_charge:R:1
C -2.141675 -0.388955 -0.327012 0.054 -0.014 -0.041 -1.090
C -1.255999 0.588161 0.417177 -0.359 -0.032 0.246 -0.149
C 0.923413 1.185492 0.696128 0.191 -0.455 -0.198 -0.337
O 0.086955 0.506298 -0.099974 0.329 0.052 0.329 -0.142
O 2.132835 0.690136 0.583013 -0.220 0.342 0.018 -0.063
C 2.454390 -0.440663 -0.252596 0.129 -0.104 -0.159 -0.561
H -3.110655 -0.476557 0.177616 0.177 0.093 -0.089 0.352
H -2.316683 -0.084698 -1.362995 0.067 -0.028 0.133 0.296
H -1.673512 -1.377976 -0.325391 -0.090 0.101 -0.042 0.288
H -1.613614 1.623026 0.378824 0.098 -0.178 -0.120 0.307
H -1.162698 0.299194 1.465310 -0.374 0.079 -0.034 0.337
H 3.441750 -0.742315 0.095318 -0.097 -0.041 -0.195 0.250
H 1.745118 -1.268635 -0.153111 0.072 0.317 0.092 0.253
H 2.490372 -0.112506 -1.292303 0.023 -0.131 0.060 0.258
```
Forces are in eV/Å.

The calculation puts the orbital gap at 9.90 eV. Its total charge is 0. For the HOMO energy, the calculation gives -8.9 eV. For the total energy, the calculation gives -8370.25557 eV. Its energy above the lowest of the compared OMol25 structures with the same formula, charge and spin is 291.98 kJ/mol.